A 2-piece molecular cluster, C24H25ClNO3S overall in a non-equilibrium geometry. Source: the OMol25 dataset; level of theory: the ωB97M-V functional and the def2-TZVPD basis.

Summary:
spin multiplicity = 1
E = -2068.335708 a.u.
total charge = -1
frontier orbital gap = 0.1756 Ha
highest occupied orbital energy = -0.1258 Ha

Geometry as XYZ:
```
55
C24H25ClNO3S the ωB97M-V functional and the def2-TZVPD basis
C 5.582 1.652 -3.421
N 5.219 2.166 -2.110
C 6.344 2.353 -1.209
C 3.901 2.158 -1.650
C 3.464 1.203 -0.698
C 2.184 1.256 -0.185
C 1.308 2.356 -0.475
C 0.131 2.637 0.276
C -0.064 2.152 1.598
C -1.372 2.035 2.173
C -1.606 1.482 3.402
C -2.994 1.349 3.933
C -0.481 0.993 4.222
O -0.669 0.487 5.347
C 0.871 1.149 3.661
C 2.040 0.631 4.436
C 1.031 1.768 2.451
C 1.703 3.205 -1.555
C 2.953 3.104 -2.129
H 4.682 1.438 -4.010
H 6.190 2.392 -3.958
H 6.181 0.729 -3.339
H 5.997 2.741 -0.244
H 6.899 1.416 -1.044
H 7.033 3.087 -1.652
H 4.160 0.421 -0.381
H 1.872 0.470 0.505
H -0.609 3.303 -0.139
H -2.222 2.376 1.579
H -2.985 0.972 4.958
H -3.501 2.322 3.912
H -3.577 0.663 3.304
H 1.736 0.310 5.435
H 2.497 -0.228 3.923
H 2.816 1.402 4.521
H 2.055 1.938 2.111
H 1.013 3.985 -1.881
H 3.268 3.793 -2.915
Cl -2.464 5.126 0.508
C -2.226 4.383 -0.973
S -2.541 5.316 -2.439
C -4.273 5.333 -3.018
C -4.699 4.375 -3.946
C -5.914 4.540 -4.619
C -6.723 5.649 -4.360
C -6.341 6.556 -3.367
C -5.125 6.396 -2.688
O -2.237 6.709 -2.199
O -1.812 4.560 -3.442
H -2.514 3.339 -1.059
H -4.074 3.512 -4.166
H -6.224 3.804 -5.361
H -7.649 5.799 -4.921
H -6.995 7.397 -3.134
H -4.829 7.107 -1.919
```


C17H24F6MnN4O7S2 as an isolated structure in a non-equilibrium geometry. Source: the OMol25 dataset; level of theory: the ωB97M-V functional and the def2-TZVPD basis.

Summary:
spin multiplicity = 6
E = -3954.518571 a.u.
energy above the lowest of the compared OMol25 structures with the same formula, charge and spin = 49.50 kJ/mol
frontier orbital gap (spin up / spin down) = 0.3017 / 0.3025 Ha
highest occupied orbital energy (spin up / spin down) = -0.2937 / -0.2946 Ha
<S²> = 8.7524

Geometry as XYZ:
```
61
C17H24F6MnN4O7S2 the ωB97M-V functional and the def2-TZVPD basis
Mn 0.196 0.304 0.751
C 1.955 0.740 3.603
C 2.281 1.846 2.589
N 1.115 2.271 1.814
C 0.121 3.093 2.498
C -0.855 2.256 3.341
N -1.289 1.073 2.607
C -1.457 -0.146 3.391
C -0.095 -0.642 3.932
N 1.016 -0.246 3.068
H 1.532 1.185 4.504
H 2.898 0.270 3.892
H 3.008 1.460 1.873
H 2.734 2.689 3.127
H 1.446 2.762 0.993
H -0.452 3.604 1.724
H 0.594 3.846 3.140
H -1.698 2.894 3.622
H -0.377 1.940 4.266
H -2.118 1.277 2.066
H -1.860 -0.902 2.714
H -2.152 -0.022 4.230
H -0.146 -1.728 4.005
H 0.063 -0.259 4.943
H 1.514 -1.061 2.734
C -0.986 -2.771 -5.535
O -2.002 -1.781 -5.441
C -1.994 -0.992 -4.354
C -2.938 0.058 -4.356
C -2.989 0.915 -3.301
C -2.118 0.794 -2.191
C -2.197 1.703 -1.082
C -3.302 2.743 -1.082
O -1.437 1.705 -0.097
C -1.160 -0.261 -2.204
O -0.321 -0.428 -1.216
C -1.144 -1.160 -3.287
H -1.076 -3.194 -6.531
H -1.131 -3.556 -4.790
H 0.004 -2.330 -5.403
H -3.596 0.157 -5.208
H -3.706 1.724 -3.328
H -3.121 3.484 -1.862
H -3.314 3.248 -0.119
H -4.269 2.277 -1.264
H -0.414 -1.954 -3.238
F 3.329 -3.964 0.136
C 2.392 -3.386 0.868
F 2.929 -2.313 1.494
F 1.996 -4.247 1.811
S 0.924 -2.813 -0.134
O 0.287 -1.932 0.848
O 0.203 -4.002 -0.447
N 1.582 -2.178 -1.390
S 1.847 -0.620 -1.646
O 1.571 -0.079 -2.942
O 1.966 0.260 -0.466
C 3.697 -0.868 -1.876
F 3.971 -1.829 -2.760
F 4.299 -1.185 -0.718
F 4.245 0.272 -2.319
```


A single C6H10 molecule. Source: the OMol25 dataset; level of theory: the ωB97M-V functional and the def2-TZVPD basis.

Summary:
spin multiplicity = 1
E = -234.564315 a.u.
SMILES = C=C/C=C\CC
energy above the lowest of the compared OMol25 structures with the same formula, charge and spin = 100.28 kJ/mol
frontier orbital gap = 0.3540 Ha
highest occupied orbital energy = -0.3198 Ha

Geometry as XYZ:
```
16
C6H10 the ωB97M-V functional and the def2-TZVPD basis
C -1.280 1.307 -1.104
C -0.945 -0.571 0.509
C -0.919 -0.175 -0.941
C 2.276 -0.422 0.187
C 1.502 -0.496 1.270
C 0.048 -0.681 1.399
H -0.445 1.945 -0.799
H -2.145 1.572 -0.487
H -1.525 1.541 -2.143
H -1.951 -0.737 0.897
H -1.659 -0.785 -1.476
H 0.047 -0.372 -1.412
H 1.899 -0.502 -0.823
H 3.348 -0.281 0.279
H 2.008 -0.418 2.229
H -0.259 -0.925 2.415
```


A single C6H9NO2S molecule in a non-equilibrium geometry. Source: the OMol25 dataset; level of theory: the ωB97M-V functional and the def2-TZVPD basis.

Summary:
spin multiplicity = 1
E = -837.387529 a.u.
SMILES = O=C(O)[C@H]1CN2CCS[C@H]12
energy above the lowest of the compared OMol25 structures with the same formula, charge and spin = 186.82 kJ/mol
frontier orbital gap = 0.3633 Ha
highest occupied orbital energy = -0.3401 Ha

Geometry as XYZ:
```
19
C6H9NO2S the ωB97M-V functional and the def2-TZVPD basis
C -2.458 0.322 0.814
C 1.671 0.050 -0.829
C -0.793 0.073 -1.083
C 2.480 -0.543 0.305
C -1.399 -0.474 0.140
C -0.052 -0.167 0.859
N 0.425 0.561 -0.369
O -2.232 1.731 0.823
O -3.490 -0.140 1.230
S 1.203 -1.496 1.278
H 2.084 0.939 -1.404
H 1.624 -0.697 -1.618
H -0.711 -0.756 -1.964
H -1.344 0.877 -1.491
H 3.304 -1.275 0.001
H 2.821 0.244 0.917
H -1.720 -1.597 0.220
H -0.125 0.551 1.747
H -1.289 1.796 0.425
```


A 11-piece molecular cluster, C5H34N2O10 overall in a non-equilibrium geometry. Source: the OMol25 dataset; level of theory: the ωB97M-V functional and the def2-TZVPD basis.

Summary:
spin multiplicity = 1
E = -1072.675579 a.u.
SMILES = NCCCCCN.O.O.O.O.O.O.O.O.O.O
energy above the lowest of the compared OMol25 structures with the same formula, charge and spin = 511.14 kJ/mol
frontier orbital gap = 0.3474 Ha
highest occupied orbital energy = -0.3421 Ha

Geometry as XYZ:
```
51
C5H34N2O10 the ωB97M-V functional and the def2-TZVPD basis
C 1.922 3.629 0.287
C 2.341 2.683 -0.794
C 1.950 1.252 -0.617
C 2.150 0.372 -1.782
C 0.866 0.429 -2.554
N -0.085 -0.711 -2.293
N 0.462 3.473 0.728
H 2.451 3.330 1.204
H 2.254 4.654 -0.114
H 3.398 2.598 -0.888
H 1.895 3.064 -1.728
H 0.847 1.102 -0.118
H 2.512 0.838 0.294
H 3.020 0.712 -2.362
H 2.386 -0.692 -1.472
H 0.302 1.435 -1.929
H 1.101 0.590 -3.663
H -0.962 -0.268 -1.965
H -0.355 -1.319 -3.086
H -0.020 2.528 0.529
H -0.236 4.189 0.406
H -2.348 -2.416 3.498
H -0.999 -1.837 3.208
O -1.528 -2.589 2.995
H 1.436 2.271 3.045
H 0.369 2.983 3.571
O 1.038 2.301 3.839
H 3.334 -2.606 0.843
H 2.356 -2.147 1.800
O 3.072 -2.701 1.827
H -0.344 -0.963 1.029
H -1.649 -1.531 0.402
O -1.224 -0.703 0.732
H 0.155 -3.229 -0.867
H 0.923 -1.911 -0.931
O 0.773 -2.680 -0.371
H -4.474 0.454 -2.474
H -3.554 0.001 -1.404
O -3.675 -0.156 -2.306
H -3.638 -3.081 -1.054
H -2.591 -3.415 -0.081
O -3.018 -2.651 -0.475
H 1.677 -0.638 4.075
H 0.195 -0.154 4.085
O 0.834 -0.531 3.493
H -3.605 0.901 1.397
H -2.363 0.548 0.468
O -3.257 0.993 0.607
H -2.152 -3.127 -2.365
H -2.223 -2.194 -3.471
O -1.718 -3.081 -3.202
```


A 3-piece molecular cluster, C4H15NO2 overall in a non-equilibrium geometry. Source: the OMol25 dataset; level of theory: the ωB97M-V functional and the def2-TZVPD basis.

Summary:
spin multiplicity = 1
E = -366.595458 a.u.
SMILES = CC(C)CN.O.O
energy above the lowest of the compared OMol25 structures with the same formula, charge and spin = 146.24 kJ/mol
frontier orbital gap = 0.3412 Ha
highest occupied orbital energy = -0.3291 Ha

Geometry as XYZ:
```
22
C4H15NO2 the ωB97M-V functional and the def2-TZVPD basis
C 2.043 1.256 -0.610
C 1.082 1.104 0.592
C 0.689 -0.406 0.788
C 1.802 1.530 1.904
N 1.595 0.564 -1.813
H 2.987 0.813 -0.267
H 2.219 2.312 -0.800
H 0.252 1.805 0.527
H 0.704 -0.687 1.841
H 1.386 -1.048 0.260
H -0.382 -0.459 0.604
H 2.424 2.424 1.792
H 0.981 1.921 2.533
H 2.282 0.812 2.561
H 0.898 -0.149 -1.696
H 1.230 1.242 -2.453
H -3.162 -2.258 1.223
H -3.195 -3.760 0.869
O -2.587 -3.020 1.068
H -3.912 -1.863 -2.646
H -4.823 -0.645 -2.987
O -4.512 -1.487 -3.291
```